The following is a DFT calculation (the ωB97M-V functional and the def2-TZVPD basis) of a 10-piece molecular cluster, C31H62Cl6O21 overall at a distorted geometry.

Atoms and positions in Å:
C: -3.9647 2.6100 -4.3119
Cl: -4.4673 1.1013 -5.0370
Cl: -4.0985 2.4140 -2.5672
H: -2.9486 2.8279 -4.6410
H: -4.5591 3.4594 -4.6487
C: -5.7566 1.0510 1.0212
Cl: -5.4283 2.7244 1.3641
Cl: -7.0872 0.3236 1.9942
H: -5.8812 0.8521 -0.0432
H: -4.8576 0.4646 1.2108
C: -4.3410 -2.1482 2.4774
Cl: -2.7600 -1.5244 3.0087
Cl: -4.1491 -3.9132 2.3291
H: -5.1710 -1.9230 3.1470
H: -4.5248 -1.7645 1.4738
C: 1.1764 -1.1687 -7.1075
C: -0.0723 -0.8637 -6.3615
O: -1.2051 -1.2597 -7.1009
C: -1.7937 -2.4356 -7.0093
O: -1.3822 -3.4539 -6.3999
O: -2.9117 -2.3616 -7.7508
C: -3.6546 -3.5228 -8.0701
H: 1.1347 -0.5349 -7.9933
H: 1.2475 -2.2132 -7.4107
H: 2.0695 -0.9022 -6.5423
H: -0.1971 0.2122 -6.2386
H: -0.1214 -1.4340 -5.4339
H: -3.4102 -4.4336 -7.5236
H: -3.5088 -3.7716 -9.1213
H: -4.7195 -3.2910 -8.0867
C: -4.3959 -7.4794 -0.2410
C: -4.2880 -6.0125 -0.3196
O: -4.5931 -5.5137 -1.6466
C: -4.1434 -4.3199 -2.1426
O: -3.7214 -3.3251 -1.4936
O: -4.3282 -4.3478 -3.4640
C: -3.8999 -3.2226 -4.1706
H: -5.3909 -7.7543 -0.5910
H: -4.0980 -7.7973 0.7581
H: -3.6144 -7.9604 -0.8292
H: -3.2467 -5.7202 -0.1840
H: -5.0068 -5.5987 0.3877
H: -4.0485 -3.2920 -5.2482
H: -2.8309 -3.0415 -4.0581
H: -4.3706 -2.2720 -3.9197
C: 8.1499 -1.9611 0.1901
C: 7.4644 -0.5694 0.3582
O: 6.2866 -0.3417 -0.3161
C: 5.1791 -0.2435 0.5243
O: 5.1160 -0.3551 1.7112
O: 4.1481 0.0835 -0.3765
C: 2.8274 0.5544 -0.0035
H: 7.4641 -2.7108 0.5848
H: 9.0927 -2.0345 0.7322
H: 8.2892 -2.0535 -0.8870
H: 8.1667 0.1078 -0.1278
H: 7.3548 -0.2800 1.4033
H: 2.0935 -0.2372 0.1470
H: 2.4952 1.0514 -0.9150
H: 2.6877 1.2830 0.7951
C: 0.5445 1.5521 2.6412
C: -0.7555 1.6633 1.7835
O: -0.5491 0.9459 0.5724
C: -1.6668 0.4079 -0.0879
O: -2.6775 0.1379 0.4825
O: -1.2068 0.0498 -1.3293
C: -1.9803 -0.6353 -2.3375
H: 0.7104 0.4749 2.6522
H: 0.2968 1.9185 3.6375
H: 1.3969 2.1299 2.2839
H: -1.0244 2.7045 1.6058
H: -1.5348 1.2295 2.4101
H: -1.9563 -1.7011 -2.1103
H: -1.3739 -0.6602 -3.2430
H: -2.9887 -0.2218 -2.3513
C: 0.5713 3.4895 -2.5789
C: 0.5112 2.5907 -3.8340
O: 0.4256 1.1896 -3.4316
C: 1.5380 0.4671 -3.2709
O: 2.7239 0.7766 -3.4069
O: 1.1419 -0.7382 -2.8235
C: 2.0466 -1.7767 -2.4987
H: 0.0754 4.4310 -2.8150
H: 1.6031 3.6904 -2.2906
H: 0.0527 3.1306 -1.6899
H: 1.3374 2.8250 -4.5053
H: -0.3517 2.9171 -4.4145
H: 1.4407 -2.5847 -2.0885
H: 2.7202 -1.4856 -1.6928
H: 2.5788 -2.1865 -3.3571
C: 0.7906 -0.9755 5.3722
C: 0.9557 0.1902 6.3447
O: 2.2583 0.1138 6.9100
C: 2.6029 1.0728 7.8147
O: 1.9654 2.0358 8.1816
O: 3.7157 0.6912 8.4150
C: 4.5993 -0.3299 7.9039
H: -0.2568 -1.2123 5.1852
H: 1.2602 -1.8858 5.7447
H: 1.3627 -0.8006 4.4610
H: 0.3630 -0.0448 7.2288
H: 0.6212 1.0906 5.8293
H: 4.8811 -0.4034 6.8535
H: 4.1173 -1.2727 8.1627
H: 5.4643 -0.1835 8.5508
C: 3.6842 6.4598 6.0882
C: 2.6927 5.3075 5.9229
O: 2.2207 5.4318 4.6217
C: 0.9225 5.3880 4.3867
O: -0.0153 5.2277 5.1831
O: 0.7893 5.5136 3.0743
C: -0.4686 5.5414 2.4191
H: 3.1499 7.2556 6.6071
H: 4.1380 6.8393 5.1727
H: 4.4534 6.2705 6.8370
H: 1.8672 5.4027 6.6284
H: 3.1275 4.3211 6.0843
H: -0.5269 4.6808 1.7526
H: -0.6508 6.4856 1.9059
H: -1.2292 5.3004 3.1617

Forces on atoms 1 to 2 (eV/Å):
0.26 0.37 -0.19
-0.20 -0.25 -0.69

Properties
Frontier orbital gap, eV: 10.8
Energy relative to the best compared isomer or geometry (same formula, charge and spin), kcal/mol: 81.19
Calculated total energy, hartree: -5559.510383
SMILES: CCOC(=O)OC.CCOC(=O)OC.CCOC(=O)OC.CCOC(=O)OC.CCOC(=O)OC.CCOC(=O)OC.CCOC(=O)OC.ClCCl.ClCCl.ClCCl

Results of the Mulliken charge analysis, in e, for atoms 1 through 6: -0.1171, -0.1284, -0.0764, -0.0373, 0.3690, 0.5344